[1]
26
Properties=species:S:1:pos:R:3:forces:R:3 method="wB97M-V/def2-TZVPD" homo_lumo_gap_ev="6.466 / 4.018" multiplicity=2 charge=+2 e_lumo_ev="-9.253 / -11.703"
N -3.11653 0.45663 2.96031 1.05 0.50 -1.11
Cu -0.04363 0.14338 0.05104 0.17 -0.31 -0.59
H -3.15353 -0.90455 4.50752 0.19 -0.21 -0.12
H -3.67136 1.20010 3.37198 0.10 -0.41 -0.02
C 3.03727 0.16237 -3.79691 0.01 -0.10 0.22
C -0.60028 1.04606 -1.63943 -4.64 3.23 -3.65
C -3.32121 -0.88717 3.42880 -0.49 -0.52 0.55
O 1.84371 -1.67123 1.66335 -1.00 2.55 -3.79
O -1.32353 1.57300 -2.37125 3.52 -2.36 2.93
O -1.48399 0.01497 1.41401 0.83 -0.23 -0.68
H 4.47607 -0.12005 -2.25343 -0.23 -0.12 -0.27
C 1.48564 -1.01415 0.78805 1.37 -3.38 4.99
H 3.14762 1.24993 -3.85382 0.01 -0.38 0.03
H -1.61320 2.60445 1.13362 -0.29 0.11 0.25
O 1.88046 2.40473 0.62904 -2.13 -3.85 -2.52
C -2.23535 0.83233 2.01665 -1.42 1.16 1.19
H -4.37093 -1.14544 3.27509 0.17 -0.25 -0.15
H 2.35867 -0.29691 -4.52277 0.27 0.12 0.25
H 3.68769 -1.66686 -2.92355 0.02 0.38 -0.05
O -0.85366 -2.47719 -1.39740 2.55 4.18 0.70
H -2.66056 -1.59389 2.91763 -0.22 0.28 0.14
C 1.32024 1.52267 0.13547 2.99 5.36 3.26
C -0.31637 -1.48691 -1.14775 -3.28 -5.53 -0.94
N -2.25099 2.17166 1.78228 0.26 -0.66 -0.15
C 3.75147 -0.57402 -2.93705 -0.21 0.12 -0.03
H -2.88988 2.72498 2.34001 0.41 0.30 -0.45


[2]
23
Properties=species:S:1:pos:R:3:forces:R:3 method="wB97M-V/def2-TZVPD" homo_lumo_gap_ev="6.923 / 6.964" smiles="C=[S@@](=O)(I)[C@@H]1CC(C=O)=CC[C@@H]1F" e_lumo_ev="-1.746 / -1.757"
H -0.67432 -0.19587 -2.84977 -1.89 -1.24 -1.79
H -3.04564 2.65042 -0.04171 -0.14 0.17 0.78
H -1.10054 -0.34188 1.44211 1.17 -0.04 -0.13
H 0.47507 0.93118 -2.60215 -1.35 -0.46 1.60
C -1.35882 1.17021 -1.26819 -2.47 1.23 -1.47
C 2.67100 -2.02767 0.27972 -4.78 -1.15 2.71
S 1.48499 -1.41404 1.32658 3.41 2.58 -3.46
C -0.36310 0.33454 -2.02759 3.60 0.93 1.22
H 1.41139 0.66451 0.01574 1.90 1.38 -0.13
H 3.40860 -1.36295 0.18769 3.24 2.05 -0.82
F -0.54583 -1.74483 -0.82914 -1.66 -0.57 0.31
C -1.61515 1.10890 0.04648 3.67 -0.76 -0.28
C -2.55429 2.01900 0.75071 -0.73 -0.40 -1.31
C 0.73857 -0.10400 0.16675 -2.21 -1.40 1.98
H -0.41789 1.21122 1.57133 1.55 1.03 1.70
C 0.33746 -0.74321 -1.13023 0.95 -0.55 -0.73
H -2.06130 1.84485 -1.90531 1.29 -1.17 0.95
H 1.15918 -1.42740 -1.53214 -0.44 2.09 -0.23
I 2.11450 0.39256 3.29228 -0.03 -0.62 -0.56
H 2.65689 -3.08230 0.40471 0.98 -0.79 -0.03
O 0.57722 -2.33075 1.86855 -2.11 -1.73 1.12
O -2.82650 2.03511 1.92429 0.47 0.07 -0.54
C -0.47148 0.41241 0.90930 -4.42 -0.65 -0.89


[3]
24
Properties=species:S:1:pos:R:3:forces:R:3 method="wB97M-V/def2-TZVPD" homo_lumo_gap_ev="7.132 / 7.133" charge=+2 e_lumo_ev="-8.826 / -8.825"
H 2.65559 -0.32507 -1.97815 -1.11 -0.44 0.90
N -3.57226 -1.70018 1.63020 0.61 -0.94 -2.66
H 0.95741 -0.99660 -2.12119 0.03 -0.25 -0.07
H 2.24024 3.50702 -1.57941 0.10 0.00 -0.59
C 0.36136 -0.05618 0.20435 -3.49 -2.93 -0.37
N 2.01934 2.52547 -1.72233 -1.84 -2.55 1.84
C 1.54377 0.83156 -3.18907 -0.62 0.28 1.65
C 1.55692 1.85158 -0.66843 0.16 0.44 -1.32
C -1.42248 -1.04671 2.53053 0.68 -1.94 -1.48
H 1.42254 0.50526 1.89260 -1.62 -1.12 -1.21
N 1.12572 0.55689 -0.76097 0.71 2.74 0.58
N 0.56666 -0.02839 1.46891 2.52 2.17 1.50
H 0.30934 -0.43998 3.44460 0.81 -0.11 1.14
F -2.11374 -1.41526 -1.07076 0.43 0.07 0.34
N 1.70811 2.06611 -2.99170 1.19 1.28 -1.54
C -0.17493 -0.58761 2.52919 -0.58 0.88 -0.93
H -4.15467 -2.23834 0.94671 0.98 0.91 0.71
H 1.43754 2.46388 0.18881 -0.14 -0.03 1.18
H 1.49963 0.50870 -4.22419 -0.55 -0.20 0.14
H -3.88848 -1.84716 2.56352 0.32 0.14 0.72
C -1.78470 -1.02318 0.10618 1.55 1.23 -0.10
C 1.54341 -0.10214 -1.97057 1.90 -0.89 -2.29
C -2.24272 -1.38099 1.33970 -1.19 0.75 1.68
H -1.59359 -1.62867 3.43148 -0.85 0.52 0.17


[4]
26
Properties=species:S:1:pos:R:3:forces:R:3 method="wB97M-V/def2-TZVPD" homo_lumo_gap_ev="4.434 / 7.467" multiplicity=5 charge=+2 e_lumo_ev="-9.917 / -10.357"
C -0.30177 1.65174 -1.47972 1.20 7.24 3.14
H 1.96131 0.00095 2.64204 -0.23 0.01 -0.56
H 0.41965 -2.37407 3.34267 -0.06 -0.02 -0.25
H 2.28839 -0.40322 0.91490 -0.13 0.01 0.39
H -1.18082 1.26325 1.89864 0.08 -0.22 0.13
H -2.25591 -0.13795 1.93202 0.17 -0.06 0.28
H -0.72403 -2.95350 2.06862 0.05 -0.08 0.21
C -1.32103 -1.66638 -2.03123 -1.35 -5.81 -3.59
O -1.97167 -2.59520 -2.23012 1.89 3.25 1.14
C 1.56750 0.06030 1.60599 0.38 0.36 -0.16
Mn 0.06814 -0.09025 -1.96670 -3.47 -2.32 0.55
H 1.46804 1.12341 1.33458 -0.01 -0.30 0.17
C 0.69330 3.15469 -4.62062 -0.91 0.39 -0.15
C -1.27018 0.22413 2.24580 -0.12 0.02 -0.10
O 2.83777 0.86266 -1.53708 -3.16 -1.22 -1.59
C 0.20062 -2.40907 2.26946 -0.16 0.36 0.19
C -1.61843 -0.18417 -1.03133 -5.28 3.31 4.10
O -0.35702 -1.23580 0.05704 -0.03 1.06 -1.17
P 0.00812 -0.80275 1.50288 0.17 -0.65 1.55
O -0.30499 3.62730 -4.96934 1.57 -1.01 0.87
H 1.00954 -2.89390 1.71987 0.04 -0.08 0.15
H -1.20090 0.20957 3.34658 0.05 -0.03 -0.43
O -0.25027 2.62654 -0.82649 -0.76 -4.30 -3.04
H 1.06755 2.40273 -3.73746 -0.79 0.61 -0.69
C 1.83438 0.44016 -1.92327 5.90 1.38 1.52
O -2.66729 0.09884 -0.52774 4.98 -1.88 -2.67


[5]
21
Properties=species:S:1:pos:R:3:forces:R:3 method="wB97M-V/def2-TZVPD" homo_lumo_gap_ev=9.935 smiles="N#CN1[C@@H]2CC[C@H]1CC(=O)C2" e_lumo_ev=0.365
N -3.67542 -0.73375 -0.31737 3.34 0.48 -1.47
H 0.55575 2.44484 0.13164 -0.69 -0.53 0.10
H -1.25486 2.02640 0.17888 -0.21 1.30 -0.40
H 1.33045 -1.38979 1.48741 -0.10 -1.03 -0.41
C -0.25274 0.63337 -0.96891 -1.21 0.40 -2.43
H -1.09051 0.78772 1.99292 -0.85 1.26 0.80
C 0.89597 -1.33733 0.46742 -1.63 -2.35 3.12
H 0.66953 0.69026 2.01754 -1.44 0.46 -1.20
C 1.85021 -0.54240 -0.24785 -0.96 0.36 -4.24
H 0.68964 -2.37647 -0.02648 0.74 1.84 0.91
H -0.78052 1.02832 -1.82123 -0.06 0.38 -0.44
C -2.52239 -0.56337 -0.57058 -2.93 -0.05 2.18
O 3.02671 -0.45378 -0.07059 0.63 0.32 0.63
N -1.20132 -0.47805 -0.43655 2.25 0.96 -1.58
C -0.24141 1.67557 0.18690 0.06 -0.92 -1.45
H -0.99296 -1.40660 1.54322 0.64 1.64 -1.46
C 1.10589 0.03116 -1.51794 0.33 -0.20 1.30
H 0.77061 -0.85555 -2.16177 0.90 1.32 0.62
C -0.48123 -0.66577 0.79052 0.25 -2.70 1.48
H 1.86723 0.73863 -1.98415 -1.60 -0.66 0.12
C -0.26863 0.74658 1.32696 2.57 -2.28 3.80


[6]
22
Properties=species:S:1:pos:R:3:forces:R:3 method="wB97M-V/def2-TZVPD" homo_lumo_gap_ev=5.618 charge=-2 e_lumo_ev=6.169
C 2.59479 -1.78273 -4.00889 -4.65 1.25 3.35
H 0.73424 1.20131 -0.15295 -1.24 -0.92 0.08
H -1.68972 1.47195 3.00734 1.02 -0.59 -0.13
H -0.05615 1.82597 2.54104 0.78 0.88 0.16
H -1.61644 -0.30909 1.15893 -0.72 0.03 -0.52
H 0.32165 -1.84375 -0.16651 -0.31 -2.29 1.63
C -1.01457 0.58754 1.12335 1.79 -0.32 2.13
C 0.24372 0.29783 0.34694 4.09 -0.35 1.79
O 1.48716 -3.71519 -4.14881 0.13 0.27 -0.20
H -1.33407 1.42936 0.58502 -2.00 1.06 -0.76
H 0.25001 -1.72064 -3.29391 1.91 0.37 0.48
C 1.32836 -0.90303 -1.65155 0.12 -0.23 -0.55
C 3.53471 -0.84887 -4.31606 2.86 1.26 -0.49
C 0.22329 -0.92305 -0.60004 -1.38 3.67 -3.72
C -0.69651 0.96774 2.66104 -2.02 -0.18 -0.96
N 4.42049 -0.09726 -4.50512 -1.44 -0.80 0.10
N 2.49660 -3.02949 -4.49794 -1.15 -1.17 0.99
H 2.20888 -0.49560 -1.21614 1.24 0.02 -0.02
H 1.10780 0.19025 1.21436 -1.75 -0.50 -1.86
C 1.28054 -1.37656 -2.90571 0.56 -1.22 -1.97
H -0.73443 -0.84155 -1.26049 1.05 -0.54 1.45
O 3.36291 -3.57212 -5.18663 1.11 0.30 -0.95


[7]
22
Properties=species:S:1:pos:R:3:forces:R:3 method="wB97M-V/def2-TZVPD" homo_lumo_gap_ev="6.840 / 6.851" e_lumo_ev="-0.504 / -0.499"
H -2.10071 -1.60855 1.47220 -0.28 0.76 0.57
C -0.72993 0.06597 0.79571 -1.24 -2.82 -0.71
H -0.68740 -2.18479 0.80006 0.41 1.57 1.16
N -0.71026 2.43264 1.05670 0.07 4.49 1.14
O 1.35096 3.12098 -0.01403 -1.83 -0.25 0.72
C 0.44062 2.54053 0.44229 2.31 -3.23 -0.54
H 3.44155 -0.87027 -2.78766 -2.10 -1.69 1.05
H -1.23398 1.05822 -1.02949 -0.78 -0.78 -0.30
H -1.02100 -0.81886 -1.11936 -1.35 2.14 0.70
H 1.96281 -2.04997 -2.87716 -0.32 -0.54 -1.15
C 1.22428 -0.31144 -0.37731 1.38 -0.71 -1.66
N 0.67027 0.21631 0.64361 -1.01 3.86 1.67
H 3.31496 -2.41546 -1.68893 -1.73 2.00 -1.01
O -2.25236 1.19152 2.22047 1.21 0.83 -0.59
H -0.60126 -1.29937 2.49427 -0.36 -0.53 -0.74
C -1.53505 0.09768 -0.55587 1.09 -1.99 -0.57
H -2.64858 -0.11333 -0.41650 1.60 0.65 -0.27
C -1.28417 1.22050 1.49059 -2.19 -0.85 1.59
C 2.62454 -1.56170 -2.21384 4.33 0.00 0.24
C -1.04961 -1.32286 1.47764 0.57 -0.35 -0.79
H -1.02476 3.38250 1.48808 0.07 -2.32 -0.80
C 1.84909 -0.77025 -1.30148 0.16 -0.22 0.31


[8]
22
Properties=species:S:1:pos:R:3:forces:R:3 method="wB97M-V/def2-TZVPD" homo_lumo_gap_ev=8.236 smiles="CNc1c#cccc1.NC(=O)O" e_lumo_ev=0.202
C -0.01810 -1.54874 -0.07360 -1.34 -3.18 -5.24
C 0.80946 -0.88798 0.72772 0.84 1.53 0.36
C 2.03944 -0.64779 0.02540 -0.22 -0.92 0.30
H -1.07073 0.16540 -1.51928 0.42 -0.01 0.05
C -0.95091 -0.65165 2.34588 -1.48 1.48 1.30
H -0.43054 1.38732 -2.64704 -0.22 -0.76 -0.03
H -1.06417 4.08395 -1.32343 0.00 -0.19 0.53
C -0.91599 2.10108 -0.92502 -2.60 2.65 0.57
C 0.27033 -2.01940 -1.22092 -0.60 0.25 1.81
H 0.92119 0.38277 2.34401 -1.57 -2.33 -0.89
O -0.94854 3.25815 -1.80135 0.67 -1.30 1.00
H 2.74042 -0.03419 0.55042 0.76 0.14 -0.01
O -1.29546 2.14619 0.23847 1.16 -0.12 -1.52
H 3.36050 -1.30124 -1.62218 -0.52 0.50 0.53
C 1.40748 -1.99330 -1.99761 0.14 0.68 2.04
H -1.40840 -1.40086 1.77368 -0.87 -0.56 -1.53
H 1.83753 -2.44774 -2.84562 -0.64 -0.72 -1.05
N 0.37032 -0.46708 1.94043 4.14 3.18 0.96
N -0.67891 1.07150 -1.71986 0.61 -0.14 -0.60
H -0.99146 -1.14014 3.28335 0.16 -0.18 1.58
H -1.56189 0.29293 2.43294 0.55 -0.95 -0.52
C 2.33743 -1.29259 -1.20003 0.61 0.95 0.35


[9]
23
Properties=species:S:1:pos:R:3:forces:R:3 method="wB97M-V/def2-TZVPD" homo_lumo_gap_ev="7.208 / 6.110" multiplicity=3 e_lumo_ev="0.467 / -2.836"
N 1.79699 -1.57446 0.37104 0.61 3.30 -0.93
C 1.93273 2.63510 -0.05929 3.07 -0.59 -1.24
C -1.86367 -1.11905 -0.22572 -0.43 5.04 -1.41
C -1.93475 0.29892 -0.54961 -1.66 -4.75 1.78
H -2.86002 -2.50587 -1.23614 -0.15 -0.40 -1.29
C -0.90076 1.12391 -0.32979 5.33 3.28 -0.81
H -2.90613 0.72053 -0.60648 -0.80 0.22 -0.54
S 2.78678 -0.34210 0.56668 0.95 -0.73 0.99
O 2.87038 0.19758 1.90272 -0.05 -0.04 -0.22
N 1.61599 1.29172 -0.10360 -2.65 -5.86 0.96
H 2.23575 2.89821 0.92756 -0.10 0.62 0.77
H 2.82201 2.60087 -0.69277 0.63 0.86 0.29
C -3.06660 -1.88138 -0.39150 -0.91 -0.43 -0.22
H -3.98990 -1.23948 -0.61870 1.22 -1.41 0.92
C 0.47436 0.64600 -0.03975 -2.08 -0.08 -0.50
C 0.53173 -0.88591 0.48567 -1.19 0.51 1.46
O 3.99643 -0.41808 -0.18838 -0.18 0.24 -0.20
H -0.55900 -2.80601 0.06675 0.32 0.21 0.08
H -2.99516 -2.68704 0.34802 -1.29 0.35 0.57
H 0.27921 -0.70527 1.59821 0.38 0.04 -0.69
H -0.96783 2.20533 -0.69992 0.00 -1.49 0.96
H 1.32514 3.26656 -0.60685 -1.95 1.38 -0.45
C -0.62370 -1.72009 0.08186 0.96 -0.28 -0.30


[10]
26
Properties=species:S:1:pos:R:3:forces:R:3 method="wB97M-V/def2-TZVPD" homo_lumo_gap_ev=6.609 charge=+2 e_lumo_ev=-8.800
H -1.46898 2.23986 1.07641 -1.05 0.15 0.06
O 1.44859 1.96765 2.73200 -1.39 -1.38 -2.27
H -5.35553 -0.21774 -1.21208 -0.07 -0.09 0.15
C -4.77518 -0.43822 -0.31498 -0.22 -0.55 -0.34
C -2.98509 1.03115 0.38427 -0.47 -0.52 -0.15
H 1.41004 0.69788 -2.53235 -0.37 0.00 0.37
H -0.11165 2.90061 -0.85668 0.20 -0.53 0.27
C -0.02180 1.99805 -1.47214 3.23 1.20 -2.89
C -0.50449 -1.68703 1.65354 -1.85 -3.87 3.48
O -2.19413 0.14161 -0.07328 0.84 0.39 0.02
H 2.14787 1.71611 -1.18411 -0.49 -0.18 0.21
C 0.84661 1.54728 1.85911 1.76 2.55 3.48
N -2.48033 2.14308 0.96274 -0.17 -0.10 -0.18
C 1.23463 1.38987 -1.69943 -1.83 3.13 -1.35
H -5.36889 -0.99157 0.41409 -0.04 0.07 -0.16
H -3.10559 2.86344 1.29037 0.28 0.13 0.16
H -4.94691 1.47936 0.59236 -0.11 0.00 0.08
Sn 0.02818 0.12660 -0.06833 -1.31 -2.14 1.24
O 3.20658 -1.89924 -0.30849 -1.18 0.75 0.18
H -0.83998 1.88245 -2.19104 0.15 -0.52 0.35
C -0.71347 -1.37689 -1.99781 -3.27 -2.60 -2.91
H -3.90639 -1.03219 -0.59381 -0.33 -0.03 0.01
O -0.99684 -2.47802 2.32028 1.37 2.36 -2.04
C 2.26698 -1.27901 -0.25392 2.37 -1.51 -0.46
O -1.51703 -1.96520 -2.57882 3.05 2.15 2.23
N -4.28880 0.78704 0.27271 0.89 1.10 0.47


Largest force on an atom across the listed records, respectively: 0.13517 0.10919 0.08895 0.15518 0.09954 0.11405 0.09012 0.12195 0.12644 0.10740 hartree/bohr.
E_tot across the listed records, respectively: -2436.297231 -1256.877019 -683.636121 -2253.795312 -495.500778 -570.547666 -570.655882 -570.699650 -968.776572 -1010.138002 Ha.